#w
19
Properties=species:S:1:pos:R:3 method="wB97M-V/def2-TZVPD" spin_multiplicity=2 total_charge=+1 gap_ev="12.747 / 7.523" lumo_energy_ev="-3.11 / -8.40" homo_energy_ev="-15.86 / -15.92"
C -1.81875 0.96632 0.38198
N -0.50267 0.54430 0.88188
C -0.63960 -1.50143 -1.39447
C 0.58034 -1.01232 -0.58776
C 0.59136 0.44124 -0.04487
C 1.90587 0.57453 0.76503
H -1.86696 2.05242 0.52255
H -2.05841 0.80948 -0.66730
H -2.62576 0.48304 0.93814
H -0.34291 1.25903 1.59857
H -0.80254 -1.04035 -2.36678
H -0.84640 -2.56349 -1.38549
H -1.47913 -1.20480 -0.75216
H 1.47074 -1.28089 -1.16320
H 0.61836 -1.72417 0.24418
H 0.58497 1.07101 -0.93240
H 2.74455 0.77888 0.10028
H 2.18780 -0.37951 1.21133
H 1.75484 1.34264 1.52085



#x
19
Properties=species:S:1:pos:R:3 method="wB97M-V/def2-TZVPD" spin_multiplicity=2 total_charge=+1 gap_ev="5.866 / 2.862" lumo_energy_ev="-6.09 / -9.09" homo_energy_ev="-11.95 / -11.95"
C -3.31942 0.06037 -2.06699
C -2.03236 0.69427 -1.97435
C -1.63856 1.61051 -2.94512
H -3.40002 -0.68095 -2.86858
H -3.48224 -0.61901 -1.22219
H -4.16492 0.75306 -2.03256
H -1.35246 0.24570 -1.25399
H -0.60124 1.68406 -3.25314
H -2.40453 2.25825 -3.35767
C 2.38104 -1.56020 1.79203
C 2.36585 -0.39894 2.76035
N 1.66474 0.79189 2.18552
H 2.97783 -1.34455 0.90385
H 2.85227 -2.47184 2.17253
H 1.39120 -1.89429 1.46289
H 1.95193 -0.63908 3.72762
H 3.40970 -0.11640 2.90958
H 1.07049 0.35913 1.47841
H 2.33069 1.26800 1.58181



Stability check: which of them is least stable? #x.



#w
13
Properties=species:S:1:pos:R:3 method="wB97M-V/def2-TZVPD" total_charge=0 gap_ev=9.153 lumo_energy_ev=-0.25 homo_energy_ev=-9.40
C 1.42042 -0.35311 -0.09063
C 0.29394 -1.22135 0.33991
H -0.79643 1.49863 0.05599
H -0.27585 0.76956 1.44656
H 1.62900 1.58775 -0.74900
H 0.53776 -1.91388 1.09664
H -2.67004 -0.57968 -0.30011
H -1.19313 0.06772 -1.56568
N 0.06575 1.69195 0.57682
N 0.89900 1.03731 -0.36234
N -0.96719 -1.31806 0.26194
N -1.55285 -0.35263 -0.53814
O 2.60962 -0.91423 -0.17196



#x
13
Properties=species:S:1:pos:R:3 method="wB97M-V/def2-TZVPD" total_charge=0 gap_ev="8.701 / 8.457" lumo_energy_ev="1.04 / 0.85" homo_energy_ev="-7.66 / -7.61"
C 2.00314 0.69459 -0.13276
C -2.36150 -0.68223 -0.04913
N 2.07840 -0.75596 0.09538
N 1.12640 -1.41993 -0.01386
N 0.64390 1.05987 0.05746
N -0.29880 0.28962 -0.48873
O -1.29630 0.15548 0.47276
H 2.86947 1.12581 0.48085
H 2.31410 0.93517 -1.10178
H -3.16238 -0.28090 0.51418
H -1.95224 -1.68954 0.25388
H -2.36516 -0.54768 -1.13369
H 0.40096 1.11569 1.04544



Stability check: which of them is least stable? #w.